# 1
Density functional theory data (ωB97M-V/def2-TZVPD) for a cluster of 2 separate species, C3H6NOS in total at a distorted geometry.

The geometry in XYZ format:
```
12
Properties=species:S:1:pos:R:3:forces:R:3
C 0.4302 -0.3339 -0.2043 -3.098 -0.572 0.607
S 0.4057 -4.7078 2.3996 0.232 0.648 -0.842
N 2.0978 1.3219 -0.3068 -1.355 2.114 -0.010
H -1.6150 -0.1362 -0.2066 -2.668 1.757 0.191
H 0.8123 -3.9402 1.3166 -0.252 -0.540 0.737
C -0.8599 -0.7761 -0.0026 5.024 -3.319 0.447
H -0.9261 -1.8757 0.3340 -0.541 1.815 -0.977
H 2.7490 0.5608 -0.4908 -0.485 -0.419 0.117
H 0.1075 1.8549 0.0836 -0.144 0.274 -0.090
H 1.2239 -1.0355 -0.3206 0.555 -0.478 0.421
O 2.7643 2.4767 -0.3044 -1.916 -2.019 0.209
C 0.7630 1.0452 -0.1651 4.648 0.740 -0.809
```
Forces are in eV/Å.

Calculated values
Kohn-Sham gap in eV: 4.842
Energy in eV: -17578.396
Net charge: -1
Energy relative to the best compared isomer or geometry (same formula, charge and spin) in eV: 4.669
LUMO level in eV: 2.192



# 2
Density functional theory data (ωB97M-V/def2-TZVPD) for a cluster of 2 separate species, C3H6NOS2 in total at a distorted geometry.

The geometry in XYZ format:
```
13
Properties=species:S:1:pos:R:3:forces:R:3
H -0.8119 0.8322 -2.0526 0.581 0.389 1.676
C -0.5575 -0.9315 -0.7474 -0.132 1.596 -3.230
H -1.0149 -1.5482 -1.5746 0.908 0.542 0.798
C 0.9333 -0.7272 -0.5663 -2.103 -0.020 0.298
C -0.6044 0.6117 -0.9408 0.072 1.060 -0.361
H -1.0283 -1.0915 0.1320 -1.304 -1.273 2.923
N 0.8066 0.5875 -0.4923 0.725 0.346 -1.445
S 1.8765 0.4991 2.3537 0.982 -2.726 1.632
H -1.1120 1.2957 -0.2061 -0.326 -0.794 -0.980
S 1.9414 -1.9535 -0.2923 2.285 -1.360 0.133
H 2.4555 -0.7335 1.8259 -0.965 1.872 0.809
O 1.6419 1.5809 -0.2130 -0.766 -0.370 -1.102
H 2.0079 1.1242 1.1818 0.042 0.737 -1.150
```
Forces are in eV/Å.

Calculated values
Kohn-Sham gap in eV: 7.152
Energy in eV: -28414.620
Net charge: -1
Energy relative to the best compared isomer or geometry (same formula, charge and spin) in eV: 1.063
LUMO level in eV: 3.727



# 3
Density functional theory data (ωB97M-V/def2-TZVPD) for the molecule C3H6NP at a distorted geometry.

The geometry in XYZ format:
```
11
Properties=species:S:1:pos:R:3:forces:R:3
H 0.2754 -1.7027 0.9955 0.330 0.353 -0.352
H 1.4267 0.3945 -0.7407 1.008 0.218 -0.009
C 0.9860 0.2925 0.2390 -1.597 -1.415 0.186
C -0.0726 1.2693 0.1891 -3.153 4.949 -2.093
H 0.4989 -1.4136 -0.7617 -0.575 -0.775 0.381
N -1.3154 1.0301 -0.1793 2.407 1.331 1.320
H 1.6730 0.3507 1.0616 0.365 0.163 0.221
H 0.2190 2.4081 0.1165 -0.512 -2.060 0.450
H -2.1020 -1.0475 -1.1832 0.287 0.075 -0.669
C 0.1354 -0.9775 0.1774 0.428 -2.610 -0.440
P -1.7244 -0.6039 0.0857 1.011 -0.230 1.006
```
Forces are in eV/Å.

Calculated values
Kohn-Sham gap in eV: 9.510
Energy in eV: -13985.504
Energy relative to the best compared isomer or geometry (same formula, charge and spin) in eV: 0.325
LUMO level in eV: 0.848



# 4
Density functional theory data (ωB97M-V/def2-TZVPD) for a structure of composition C3H6O.

The geometry in XYZ format:
```
10
Properties=species:S:1:pos:R:3:forces:R:3
H -0.8520 -0.9987 -0.9939 0.076 0.107 0.023
H 0.0503 0.9022 2.0148 0.041 -0.076 -0.143
H -0.0643 -0.1166 -2.4101 0.092 -0.042 0.178
C 0.1002 0.0489 1.3233 0.040 -0.039 0.006
O -0.4735 1.0606 -0.7572 -0.092 0.208 0.135
C -0.2099 -0.1855 -1.3300 -0.181 -0.217 -0.283
H 0.9226 -0.3361 -0.9241 0.071 -0.260 -0.027
H -0.9089 -0.3802 1.2708 0.113 0.031 -0.099
H 0.8043 -0.6634 1.7615 -0.048 0.082 -0.107
C 0.6313 0.6687 0.0450 -0.112 0.205 0.317
```
Forces are in eV/Å.

Calculated values
Kohn-Sham gap in eV: 9.413
Energy in eV: -5251.146
Energy relative to the best compared isomer or geometry (same formula, charge and spin) in eV: 4.549
LUMO level in eV: 1.043



# 5
Density functional theory data (ωB97M-V/def2-TZVPD) for the molecule C3H6O at a distorted geometry.

The geometry in XYZ format:
```
10
Properties=species:S:1:pos:R:3:forces:R:3
H 0.8842 1.4386 0.6347 -0.125 0.849 1.047
H 2.6189 -0.1921 -0.3998 -3.243 -0.819 0.823
C -0.8772 0.4179 0.0663 -3.684 -1.913 0.419
H 0.9755 -1.3491 -0.6105 1.449 1.470 1.047
C 0.5320 0.6707 -0.0050 1.363 1.126 -2.193
H 0.4854 1.2647 -0.9922 0.573 -0.856 0.745
H 1.6479 -0.8948 1.1521 -0.524 1.055 -3.157
H -1.5544 1.2814 0.1231 0.366 0.627 0.115
O -1.4841 -0.6503 -0.0265 1.632 1.004 0.125
C 1.4812 -0.4796 -0.0106 2.194 -2.543 1.030
```
Forces are in eV/Å.

Calculated values
Kohn-Sham gap in eV: 10.748
Energy in eV: -5254.318
Energy relative to the best compared isomer or geometry (same formula, charge and spin) in eV: 1.376
LUMO level in eV: 0.888



# 6
Density functional theory data (ωB97M-V/def2-TZVPD) for the molecule C3H6O at a distorted geometry.

The geometry in XYZ format:
```
10
Properties=species:S:1:pos:R:3:forces:R:3
H 2.2907 -0.3179 0.1061 -0.425 0.017 0.150
O 0.1995 0.9751 1.1985 3.477 0.458 2.578
H -1.7303 1.0938 0.0567 0.827 -0.934 0.256
H 1.2904 -1.1984 -1.0616 -0.287 0.052 0.175
H 1.3361 0.5914 -1.0575 -0.074 -0.445 0.151
H -1.9760 -0.3443 1.0825 0.090 -0.295 -0.430
H -1.4826 -0.4921 -0.6770 -1.298 -0.852 -0.754
C 1.3301 -0.3132 -0.4235 -0.231 -0.342 0.287
C 0.1364 -0.0360 0.5349 -1.980 4.004 -1.316
C -1.3942 0.0417 0.2409 -0.099 -1.664 -1.097
```
Forces are in eV/Å.

Calculated values
Kohn-Sham gap in eV: 9.537
Energy in eV: -5253.855
Energy relative to the best compared isomer or geometry (same formula, charge and spin) in eV: 1.839
LUMO level in eV: 0.563